# 1
DFT (ωB97M-V with the def2-TZVPD basis set) results for an isolated molecule of C5H4I2 at a distorted geometry.

```
! wB97M-V def2-TZVPD RIJCOSX def2/J DEFGRID3
* xyz 0 1
C -1.0821 0.7173 0.2276
C -0.9162 1.8425 0.8205
C 0.6674 0.9733 0.3259
C -0.8524 -0.5926 -0.4714
C 0.5563 -0.6101 0.1150
I -0.9484 -0.4551 -2.5910
I 0.5921 -1.8694 1.8419
H 0.9619 1.1296 -0.6881
H 1.2125 1.3333 1.2620
H -1.4256 -1.4711 -0.1896
H 1.2345 -0.9979 -0.6529
*
```

Computed properties:
**Gap between HOMO and LUMO**: 0.34924 Ha
**Max |F|**: 2.70 eV/Å
**LUMO**: -0.355 eV
**Relative energy (zero: lowest compared OMol25 entry of this formula, charge and spin)**: 57.1 kcal per mole

***

# 2
DFT (ωB97M-V with the def2-TZVPD basis set) results for a structure of composition C5H4LiO6Y at a distorted geometry.

```
! wB97M-V def2-TZVPD RIJCOSX def2/J DEFGRID3
* xyz 3 2
O 4.5211 6.2180 0.9604
C 3.8222 5.3180 0.8830
O 3.0959 4.4062 0.7889
O 0.4567 0.7205 0.9308
Y 1.5099 2.7472 0.5295
O -2.4476 -3.4219 -1.6312
C -1.8939 -2.3696 -1.2525
O -2.4663 -1.2574 -1.1595
O -0.5805 -2.4634 -0.9217
C 0.0792 -1.2462 -0.6777
C -0.8784 -1.1503 1.3762
C 0.2250 -0.4840 0.7727
Li -4.0669 -2.2962 -1.7435
H -0.1274 -0.5020 -1.4596
H 1.1313 -1.4531 -0.9301
H -0.8735 -2.2325 1.5122
H -1.5070 -0.5331 2.0219
*
```

Computed properties:
**Gap between HOMO and LUMO (alpha / beta)**: 0.11926 / 0.11658 Ha
**Max |F|**: 7.89 eV/Å
**LUMO (alpha / beta)**: -15.067 / -15.098 eV
**Relative energy (zero: lowest compared OMol25 entry of this formula, charge and spin)**: 0.0 kcal per mole

***

# 3
DFT (ωB97M-V with the def2-TZVPD basis set) results for the ion C5H4N with charge +1 at a distorted geometry.

```
! wB97M-V def2-TZVPD RIJCOSX def2/J DEFGRID3
* xyz 1 1
C -1.7985 4.0832 -0.4115
C -1.0700 3.0538 -0.1359
C 0.5432 1.3801 1.0269
C -0.0359 0.5824 0.1411
C -0.2012 -0.7695 -0.3192
N -0.5207 1.9737 0.2499
H 1.0193 1.8039 1.8203
H 0.8909 -1.0197 -0.6538
H -0.9662 -0.9702 -1.0018
H -0.2035 -1.4453 0.5613
*
```

Computed properties:
**Gap between HOMO and LUMO**: 0.29372 Ha
**Max |F|**: 4.50 eV/Å
**LUMO**: -7.396 eV
**Relative energy (zero: lowest compared OMol25 entry of this formula, charge and spin)**: 112.1 kcal per mole

***

# 4
DFT (ωB97M-V with the def2-TZVPD basis set) results for the ion C5H4N with charge +1 at a distorted geometry.

```
! wB97M-V def2-TZVPD RIJCOSX def2/J DEFGRID3
* xyz 1 1
C -2.7180 -0.4683 0.0278
C -1.4004 -0.1993 -0.0168
C 0.4450 1.2559 -0.0006
C -0.8586 1.1647 -0.0124
C 0.9250 -0.1746 0.0261
N -0.2836 -0.9587 -0.0236
H 1.1008 2.1108 -0.0186
H 1.5784 -0.3602 -0.8388
H 1.5053 -0.3998 0.9339
H -0.2938 -1.9707 -0.0769
*
```

Computed properties:
**Gap between HOMO and LUMO (alpha / beta)**: 0.29113 / 0.28254 Ha
**Max |F|**: 3.87 eV/Å
**LUMO (alpha / beta)**: -7.309 / -8.020 eV
**Relative energy (zero: lowest compared OMol25 entry of this formula, charge and spin)**: 94.7 kcal per mole

***

# 5
DFT (ωB97M-V with the def2-TZVPD basis set) results for the ion C5H4N with charge +1 at a distorted geometry.

```
! wB97M-V def2-TZVPD RIJCOSX def2/J DEFGRID3
* xyz 1 1
C -2.1986 0.7559 1.1615
C 1.7029 -2.3850 -1.3791
C 1.5117 -1.3007 -0.9523
C 1.0017 -0.1652 -0.0215
C -0.2150 0.4294 -0.4072
N -1.3086 0.5513 0.3730
H -3.0048 1.2532 1.7201
H 1.0295 -0.5533 1.0649
H 1.8441 0.2773 -0.3504
H -0.3630 1.1370 -1.2090
*
```

Computed properties:
**Gap between HOMO and LUMO (alpha / beta)**: 0.28714 / 0.29873 Ha
**Max |F|**: 5.58 eV/Å
**LUMO (alpha / beta)**: -7.093 / -6.320 eV
**Relative energy (zero: lowest compared OMol25 entry of this formula, charge and spin)**: 128.9 kcal per mole

***

# 6
DFT (ωB97M-V with the def2-TZVPD basis set) results for a cluster of 2 separate species, C5H4N in total at a distorted geometry.

```
! wB97M-V def2-TZVPD RIJCOSX def2/J DEFGRID3
* xyz 1 1
C 1.0160 -0.6961 0.5072
C -3.2496 2.0944 -0.4656
C 1.8209 -1.5253 1.0788
C -0.7578 0.8000 -0.7786
C 0.2494 0.0495 -0.1620
N -2.1084 0.3353 -0.7970
H 1.3500 -2.1523 1.8161
H 2.9336 -1.7299 0.9418
H -0.7533 1.6818 -0.2338
H -0.5008 1.1427 -1.9068
*
```

Computed properties:
**Gap between HOMO and LUMO (alpha / beta)**: 0.21562 / 0.21607 Ha
**Max |F|**: 6.73 eV/Å
**LUMO (alpha / beta)**: -7.533 / -7.517 eV
**Relative energy (zero: lowest compared OMol25 entry of this formula, charge and spin)**: 249.9 kcal per mole

***

# 7
DFT (ωB97M-V with the def2-TZVPD basis set) results for the ion C5H4N with charge +1 at a distorted geometry.

```
! wB97M-V def2-TZVPD RIJCOSX def2/J DEFGRID3
* xyz 1 1
C -1.1662 1.6396 1.4128
C 0.0406 2.1196 1.1012
C -1.4249 -0.6122 0.4649
C -1.7322 0.6222 1.0157
C -0.3404 -0.4244 -0.3402
N 1.0399 1.7231 0.6079
H -1.9007 -1.4795 0.8970
H 0.1806 -1.3554 -0.7222
H -0.3149 0.4282 -0.8568
H 1.9500 1.7724 0.3577
*
```

Computed properties:
**Gap between HOMO and LUMO**: 0.33477 Ha
**Max |F|**: 6.47 eV/Å
**SMILES**: C=CC#CC#[NH+]
**LUMO**: -5.863 eV
**Relative energy (zero: lowest compared OMol25 entry of this formula, charge and spin)**: 52.0 kcal per mole

***

# 8
DFT (ωB97M-V with the def2-TZVPD basis set) results for an isolated molecule of C5H4N2 at a distorted geometry.

```
! wB97M-V def2-TZVPD RIJCOSX def2/J DEFGRID3
* xyz 0 1
C -1.8936 -1.6641 -0.2305
C -1.0347 -0.8415 -0.3890
C 0.0356 0.1577 -0.4630
N 0.0611 0.9800 0.7986
C 0.9831 1.7993 1.2277
C 1.3487 -0.4903 -0.6416
N 2.4027 -0.9687 -0.6742
H -2.6510 -2.4095 -0.0993
H -0.1291 0.8210 -1.3294
H -0.7961 0.9057 1.3358
H 1.8352 1.6774 0.5343
*
```

Computed properties:
**Gap between HOMO and LUMO**: 0.34993 Ha
**Max |F|**: 1.47 eV/Å
**LUMO**: 0.571 eV
**Relative energy (zero: lowest compared OMol25 entry of this formula, charge and spin)**: 105.9 kcal per mole

***

# 9
DFT (ωB97M-V with the def2-TZVPD basis set) results for an isolated molecule of C5H4N2.

```
! wB97M-V def2-TZVPD RIJCOSX def2/J DEFGRID3
* xyz 0 1
C -0.6453 2.6438 0.7245
C -0.4361 1.4633 0.6063
C -0.1534 0.1130 0.2551
C 1.0928 -0.4055 -0.0219
N 0.8871 -1.6004 -0.6074
N -0.4139 -1.9285 -0.7093
C -1.0489 -0.8951 -0.1768
H -0.8386 3.6900 0.7876
H 2.0768 -0.0147 0.1891
H 1.6059 -2.2054 -0.9781
H -2.1265 -0.8604 -0.0690
*
```

Computed properties:
**Gap between HOMO and LUMO**: 0.36086 Ha
**Max |F|**: 0.53 eV/Å
**SMILES**: C#Cc1cn[nH]c1
**LUMO**: 0.926 eV
**Relative energy (zero: lowest compared OMol25 entry of this formula, charge and spin)**: 44.1 kcal per mole

***

# 10
DFT (ωB97M-V with the def2-TZVPD basis set) results for an isolated molecule of C5H4N2.

```
! wB97M-V def2-TZVPD RIJCOSX def2/J DEFGRID3
* xyz 0 1
C 2.8644 -0.6924 0.4292
C 1.6485 -0.4358 0.3678
C 0.2996 -0.0775 0.1724
C -0.8305 -0.8516 0.3222
N -1.8556 -0.0723 -0.0670
N -1.4830 1.1495 -0.4781
C -0.1741 1.1654 -0.3211
H 2.9121 -0.0796 -0.5254
H -0.9553 -1.8500 0.7146
H -2.8353 -0.3016 -0.0545
H 0.4089 2.0460 -0.5603
*
```

Computed properties:
**Gap between HOMO and LUMO**: 0.36644 Ha
**Max |F|**: 0.96 eV/Å
**SMILES**: C#Cc1cn[nH]c1
**LUMO**: 0.665 eV
**Relative energy (zero: lowest compared OMol25 entry of this formula, charge and spin)**: 82.4 kcal per mole

***

# 11
DFT (ωB97M-V with the def2-TZVPD basis set) results for a structure of composition C5H4N2O at a distorted geometry.

```
! wB97M-V def2-TZVPD RIJCOSX def2/J DEFGRID3
* xyz 0 1
C -0.7966 1.4209 -1.1893
C 0.6142 0.4098 -0.1577
C 1.2755 -0.3436 0.7710
C 0.4513 -1.4333 1.1214
C -0.6874 0.0376 -0.4949
H -1.5307 2.0716 -0.5907
H -0.8481 1.3256 -2.3264
H 2.3154 -0.1726 1.1477
H 0.8286 -2.2516 1.7864
N -0.8589 -1.7552 0.8252
N -1.4315 -0.9238 -0.0678
O 0.6681 1.6146 -0.8249
*
```

Computed properties:
**Gap between HOMO and LUMO**: 0.38239 Ha
**Max |F|**: 3.23 eV/Å
**LUMO**: 0.590 eV
**Relative energy (zero: lowest compared OMol25 entry of this formula, charge and spin)**: 63.0 kcal per mole

***

# 12
DFT (ωB97M-V with the def2-TZVPD basis set) results for a structure of composition C5H4N2O at a distorted geometry.

```
! wB97M-V def2-TZVPD RIJCOSX def2/J DEFGRID3
* xyz 0 1
C -1.7450 0.4081 0.9856
C 0.2551 0.5877 0.7050
C 1.7647 -0.3081 -0.6113
C 0.6674 -0.5531 -1.4636
C -0.7943 0.1468 -0.1583
H -2.0810 -0.4869 1.5771
H -2.4388 1.2127 1.1349
H 2.8400 -0.4706 -0.8979
H 1.0070 -0.8599 -2.3820
N 1.5131 0.2699 0.4806
N -0.6208 -0.6230 -1.2136
O -0.3673 0.6763 1.8434
*
```

Computed properties:
**Gap between HOMO and LUMO**: 0.33101 Ha
**Max |F|**: 5.85 eV/Å
**LUMO**: 0.468 eV
**Relative energy (zero: lowest compared OMol25 entry of this formula, charge and spin)**: 67.6 kcal per mole

***

# 13
DFT (ωB97M-V with the def2-TZVPD basis set) results for an isolated molecule of C5H4N2O at a distorted geometry.

```
! wB97M-V def2-TZVPD RIJCOSX def2/J DEFGRID3
* xyz 0 1
C -1.6176 -0.3403 1.2405
C -0.5867 -1.2951 1.0976
C 1.5136 -0.6288 -0.4303
C 1.6441 0.6347 -1.0347
C -0.3797 0.4364 -0.3253
H -2.4089 -0.3207 1.9814
H -0.3899 -2.2660 1.6180
H 2.2508 -1.4396 -0.2030
H 2.4344 1.1044 -1.6256
N 0.2371 -0.7024 0.0782
N -1.4421 0.7320 0.3571
O 0.3883 1.2341 -1.0130
*
```

Computed properties:
**Gap between HOMO and LUMO**: 0.34995 Ha
**Max |F|**: 3.01 eV/Å
**SMILES**: c1cn2ccoc2n1
**LUMO**: 0.901 eV
**Relative energy (zero: lowest compared OMol25 entry of this formula, charge and spin)**: 24.6 kcal per mole

***

# 14
DFT (ωB97M-V with the def2-TZVPD basis set) results for a structure of composition C5H4N2O at a distorted geometry.

```
! wB97M-V def2-TZVPD RIJCOSX def2/J DEFGRID3
* xyz 0 1
C -1.8049 -0.1347 0.0581
C -0.0755 0.7623 -0.1571
C 1.2300 0.9639 0.1313
C 0.5718 -1.3259 -0.1266
C -0.4326 -0.5639 -0.3850
H -1.9697 1.9974 0.1112
H 2.0818 1.7448 0.5971
H 2.4757 -0.8416 -0.1500
H 0.6842 -2.4682 -0.5604
N -1.4783 1.1207 -0.2258
N 1.5983 -0.5021 0.3618
O -2.8807 -0.7526 0.3453
*
```

Computed properties:
**Gap between HOMO and LUMO**: 0.36594 Ha
**Max |F|**: 8.21 eV/Å
**LUMO**: 0.775 eV
**Relative energy (zero: lowest compared OMol25 entry of this formula, charge and spin)**: 94.8 kcal per mole

***

# 15
DFT (ωB97M-V with the def2-TZVPD basis set) results for an isolated molecule of C5H4N4 at a distorted geometry.

```
! wB97M-V def2-TZVPD RIJCOSX def2/J DEFGRID3
* xyz 0 1
C -1.1031 1.6258 -0.2311
C -1.7938 0.4885 0.2641
C -1.4644 -0.7980 0.1134
C 1.5295 0.0007 0.1178
C 2.9390 0.3023 -0.0541
H -2.7161 0.6465 0.7945
H -2.1470 -1.5751 0.3780
H -0.4440 -2.2880 -0.7848
H 1.0630 0.7362 0.8141
N -0.5244 2.5623 -0.5327
N -0.3229 -1.3903 -0.3801
N 0.9480 -0.9582 -0.5639
N 4.0363 0.6473 0.0648
*
```

Computed properties:
**Gap between HOMO and LUMO**: 0.32545 Ha
**Max |F|**: 2.23 eV/Å
**SMILES**: N#C/C=C\N/N=C/C#N
**LUMO**: -0.544 eV
**Relative energy (zero: lowest compared OMol25 entry of this formula, charge and spin)**: 77.2 kcal per mole

***

# 16
DFT (ωB97M-V with the def2-TZVPD basis set) results for a cluster of 2 separate species, C5H4NO2S2 in total at a distorted geometry.

```
! wB97M-V def2-TZVPD RIJCOSX def2/J DEFGRID3
* xyz -1 1
C -0.3236 1.6388 0.6838
C -0.3416 1.4065 2.0344
C -0.1575 0.5920 -0.2261
C -0.0478 0.1083 2.4512
C -0.0756 -0.6170 0.3433
N 0.0337 -0.8553 1.6405
O 0.7938 -3.4279 -2.8515
O -0.8844 -1.5712 -3.2854
S 1.9325 -0.7902 -3.4110
S 0.4574 -1.9829 -2.7343
H -0.5507 2.5641 0.2182
H -0.4995 2.0407 2.8946
H -0.2673 0.8994 -1.2377
H -0.0693 -0.0053 3.4799
*
```

Computed properties:
**Gap between HOMO and LUMO (alpha / beta)**: 0.25037 / 0.26882 Ha
**Max |F|**: 4.53 eV/Å
**LUMO (alpha / beta)**: 3.057 / 3.038 eV
**Relative energy (zero: lowest compared OMol25 entry of this formula, charge and spin)**: 49.2 kcal per mole

***

# 17
DFT (ωB97M-V with the def2-TZVPD basis set) results for a cluster of 2 separate species, C5H4NO4 in total at a distorted geometry.

```
! wB97M-V def2-TZVPD RIJCOSX def2/J DEFGRID3
* xyz -1 1
C -0.5089 -1.1648 -1.2936
C -0.2938 3.4858 -0.1411
C -1.0740 -0.2473 1.0181
C 0.0153 -0.7146 -0.0660
C 1.3129 -1.2934 0.4534
N -0.3967 0.6425 0.4524
O -0.2250 3.7836 0.9626
O -1.8569 -0.7682 1.7662
O -0.0948 -2.0953 -1.9946
O -0.3624 3.3002 -1.2692
H -1.4222 -0.6043 -1.6106
H 2.1002 -0.5379 0.4635
H 1.6073 -2.1043 -0.2083
H 1.1991 -1.6821 1.4672
*
```

Computed properties:
**Gap between HOMO and LUMO**: 0.25143 Ha
**Max |F|**: 1.70 eV/Å
**LUMO**: 3.236 eV
**Relative energy (zero: lowest compared OMol25 entry of this formula, charge and spin)**: 8.8 kcal per mole

***

# 18
DFT (ωB97M-V with the def2-TZVPD basis set) results for a structure of composition C5H4NO4P at a distorted geometry.

```
! wB97M-V def2-TZVPD RIJCOSX def2/J DEFGRID3
* xyz -2 1
C -1.8535 0.2453 0.3061
C -0.9065 -0.2419 -0.6512
C -1.5287 0.6984 1.5251
C 0.4124 -0.3561 -0.4795
C 0.8300 0.4153 1.2987
N 1.9939 0.5544 1.7400
O 1.1842 0.4127 -2.8204
O 2.7662 -1.2941 -1.7470
O 0.4385 -2.0248 -2.5139
O -0.2609 0.8176 2.0281
P 1.3535 -0.8950 -2.0659
H -2.9110 0.2217 0.0542
H -1.2900 -0.5885 -1.6019
H -2.2581 1.0329 2.2615
H 2.0301 1.0021 2.6660
*
```

Computed properties:
**Gap between HOMO and LUMO**: 0.19059 Ha
**Max |F|**: 4.30 eV/Å
**LUMO**: 5.645 eV
**Relative energy (zero: lowest compared OMol25 entry of this formula, charge and spin)**: 29.0 kcal per mole

***

# 19
DFT (ωB97M-V with the def2-TZVPD basis set) results for the ion C5H4NO5 with charge -1 at a distorted geometry.

```
! wB97M-V def2-TZVPD RIJCOSX def2/J DEFGRID3
* xyz -1 1
C 1.9667 0.0060 -1.3374
C -0.8952 -0.7094 1.1958
C -1.0822 0.8697 -0.5837
C 1.1399 -0.2212 -0.3098
C -0.3059 0.0034 0.0786
N 1.9569 -0.9640 0.6362
O -0.2438 -1.5023 1.8899
O -2.2585 1.2068 -0.2507
O 2.6279 0.0378 -2.3255
O -2.2186 -0.4643 1.4649
O -0.4755 1.6161 -1.5614
H -1.1260 2.1235 -2.0457
H 2.2672 -0.5566 1.4522
H -2.5171 0.2383 0.7138
H 1.1642 -1.6839 0.9827
*
```

Computed properties:
**Gap between HOMO and LUMO**: 0.25364 Ha
**Max |F|**: 5.21 eV/Å
**SMILES**: NC(=C=O)/C(C(=O)O)=C(/[O-])O
**LUMO**: 3.517 eV
**Relative energy (zero: lowest compared OMol25 entry of this formula, charge and spin)**: 0.3 kcal per mole

***

# 20
DFT (ωB97M-V with the def2-TZVPD basis set) results for a structure of composition C5H4NPdS5Sb at a distorted geometry.

```
! wB97M-V def2-TZVPD RIJCOSX def2/J DEFGRID3
* xyz -2 1
Pd 1.6110 1.6361 0.4806
S -0.0907 2.5535 -1.1085
C -1.0155 1.0800 -0.8403
C -1.9812 0.5813 -1.7265
C -2.5589 -0.6459 -1.4711
C -2.1660 -1.3689 -0.3501
C -1.2170 -0.7958 0.4821
N -0.6862 0.4045 0.2654
H -2.2288 1.1487 -2.6139
H -3.2921 -1.0504 -2.1613
H -2.5657 -2.3506 -0.1340
H -0.8427 -1.3063 1.3632
S 5.5158 -0.2486 2.5236
Sb 3.4191 -0.1430 1.6007
S 2.2163 1.5400 2.7127
S 3.6126 1.0768 -0.4368
S 2.2699 -2.1113 1.4141
*
```

Computed properties:
**Gap between HOMO and LUMO**: 0.22098 Ha
**Max |F|**: 1.96 eV/Å
**LUMO**: 4.880 eV
**Relative energy (zero: lowest compared OMol25 entry of this formula, charge and spin)**: 30.7 kcal per mole